[1]
CH4N3OS as an isolated structure at a distorted geometry. Source: the OMol25 dataset; level of theory: ωB97M-V/def2-TZVPD.

Output
- Calculated total energy: -18443.42087 eV
- Largest force on an atom: 3.1 eV/Å
- Lowest unoccupied orbital energy: -5.06 eV
- HOMO level: -14.6417 eV
- Kohn-Sham gap: 9.582 eV
- Total charge: +1

```
10
Properties=species:S:1:pos:R:3:nbo_charge:R:1
C -0.19 -0.37 -0.52 0.594
N 0.74 0.13 -1.15 -0.083
N -0.27 0.70 0.98 -0.902
N -0.97 -1.40 -0.62 -0.785
O 1.54 1.06 -0.67 -0.408
S 1.05 1.58 0.94 1.140
H -1.16 1.20 0.95 0.425
H -1.92 -1.39 -0.27 0.442
H -0.68 -2.17 -1.22 0.454
H 1.86 0.67 1.60 0.123
```

[2]
One molecule with the formula FIO3S at a distorted geometry. Source: the OMol25 dataset; level of theory: ωB97M-V/def2-TZVPD.

Output
- Calculated total energy: -27794.27454 eV
- Largest force on an atom: 2.7 eV/Å
- Lowest unoccupied orbital energy: -1.50 eV
- HOMO level: -10.7198 eV
- Kohn-Sham gap: 9.218 eV
- Total charge: 0

```
6
Properties=species:S:1:pos:R:3:nbo_charge:R:1
O -0.70 -0.82 -0.31 -0.899
O 1.59 -0.93 -0.01 -0.871
O 0.65 1.20 -0.91 -0.872
F 0.31 0.59 1.37 -0.487
S 0.58 0.04 -0.11 2.592
I -2.42 -0.07 -0.03 0.537
```

[3]
C4H9DyNaO4 as an isolated structure at a distorted geometry. Source: the OMol25 dataset; level of theory: ωB97M-V/def2-TZVPD.

Output
- Calculated total energy: -40976.59519 eV
- Largest force on an atom: 4.7 eV/Å
- Lowest unoccupied orbital energy (alpha / beta): -5.08 / -4.62 eV
- HOMO level (alpha / beta): -12.1100 / -12.1296 eV
- Kohn-Sham gap (alpha / beta): 7.025 / 7.513 eV
- Total charge: +1
- Multiplicity: 6

```
19
Properties=species:S:1:pos:R:3:lowdin_spin:R:1
O 1.68 1.63 -1.02 0.008
Dy 3.46 0.78 -0.60 5.031
O 3.09 -1.07 0.28 -0.030
C 2.01 -1.45 0.99 -0.001
O 0.81 -0.71 0.72 -0.002
C 0.27 -0.82 -0.62 0.000
C -1.18 -0.43 -0.41 0.000
O -1.23 0.96 -0.09 0.000
C -2.54 1.48 0.06 0.000
Na 0.66 1.70 1.00 -0.007
H 2.19 -1.26 2.07 0.000
H 1.76 -2.51 0.75 0.000
H 0.30 -1.88 -0.94 0.000
H 0.59 0.21 -1.58 0.000
H -1.60 -0.95 0.47 0.000
H -1.69 -0.58 -1.37 0.000
H -2.44 2.56 0.20 0.000
H -3.13 1.31 -0.86 0.000
H -3.02 1.02 0.94 0.000
```

[4]
CHN2O3S2 as an isolated structure at a distorted geometry. Source: the OMol25 dataset; level of theory: ωB97M-V/def2-TZVPD.

Output
- Calculated total energy: -31843.16957 eV
- Largest force on an atom: 5.9 eV/Å
- Lowest unoccupied orbital energy (alpha / beta): 3.25 / 1.23 eV
- HOMO level (alpha / beta): -2.4002 / -5.4189 eV
- Kohn-Sham gap (alpha / beta): 5.651 / 6.648 eV
- Total charge: -1
- Multiplicity: 3

```
9
Properties=species:S:1:pos:R:3:nbo_charge:R:1
C -0.79 0.78 1.35 0.407
N -1.26 0.61 2.38 -0.516
N -0.53 1.23 0.19 -0.959
O 1.59 -0.15 -0.03 -0.984
O 0.94 1.33 -1.83 -0.951
O -0.35 -0.71 -1.44 -0.893
S -0.42 -2.07 -0.50 0.286
S 0.50 0.48 -0.74 2.459
H 0.33 -1.49 0.63 0.151
```